1.
Molecular formula: C5H11NO
Method: DFT, ωB97M-V with the def2-TZVPD basis set

Geometry as XYZ:
```
18
Properties=species:S:1:pos:R:3:mulliken_charge:R:1
C 1.973 1.780 -2.478 -1.05
C 1.157 1.677 -1.407 0.89
N 1.538 2.120 -0.163 -0.43
C -0.071 0.921 -1.556 -0.32
C -0.814 0.285 -0.634 -0.40
C -0.349 -0.535 0.565 -0.98
H 2.913 2.264 -2.244 0.25
H 1.540 1.568 -3.441 0.27
H 0.855 2.172 0.567 0.20
H 2.376 2.663 -0.074 0.17
H -0.411 0.762 -2.569 0.20
H -1.776 -0.057 -1.013 0.29
H 0.647 -0.913 0.353 0.31
H -1.084 -1.297 0.740 0.34
H -0.097 0.125 1.396 0.25
O -2.918 -4.169 3.910 -0.64
H -2.424 -4.424 4.691 0.32
H -3.056 -4.942 3.356 0.32
```

Values from the calculation:
Net charge   0
Orbital gap   8.516 eV


2.
Molecular formula: C7H17ClNOPS
Method: DFT, ωB97M-V with the def2-TZVPD basis set

Geometry as XYZ:
```
29
Properties=species:S:1:pos:R:3:mulliken_charge:R:1
C -3.255 0.228 -0.254 -1.01
C -2.599 -0.080 -1.605 0.10
N -1.323 0.023 -1.829 -0.25
P -0.116 0.536 -0.799 0.01
O 1.201 0.443 -1.872 -0.38
C 1.146 -0.572 -2.779 -0.20
C 1.207 -0.103 -4.328 -1.08
S 0.045 -1.284 0.312 -0.19
C 1.429 -0.811 1.465 -0.87
C 1.090 0.118 2.575 -0.15
C 0.233 -0.330 3.699 -1.18
H -2.937 -0.352 0.559 0.30
H -2.834 1.284 0.008 0.29
H -4.290 0.084 -0.427 0.30
H -3.226 -0.554 -2.487 0.33
H 2.094 -1.150 -2.692 0.32
H 0.393 -1.282 -2.680 0.44
H 0.224 0.334 -4.720 0.25
H 1.929 0.825 -4.334 0.23
H 1.558 -0.835 -5.073 0.36
H 2.117 -0.506 0.723 0.45
H 1.632 -1.832 1.848 0.38
H 2.148 0.498 2.863 0.33
H 0.664 1.032 2.108 0.17
H -0.722 -0.436 3.339 0.32
H 0.626 -1.162 4.170 0.40
H 0.186 0.442 4.422 0.31
Cl 0.454 3.024 4.383 -0.26
H 0.927 2.418 3.405 0.28
```

Values from the calculation:
Net charge   0
Orbital gap   9.139 eV


3.
Molecular formula: C32H48F6FeO24P
Method: DFT, ωB97M-V with the def2-TZVPD basis set

Geometry as XYZ:
```
112
Properties=species:S:1:pos:R:3:mulliken_spin:R:1
Fe 2.677 0.884 0.606 3.86
P 0.558 -1.293 0.313 -0.01
F 0.602 0.428 0.387 0.01
F 2.105 -1.070 0.699 0.04
F 0.195 -1.434 1.878 0.00
F 0.976 -2.894 0.322 0.00
F -1.108 -1.489 0.103 0.00
F 0.616 -1.199 -1.256 0.00
C -5.239 4.264 -2.300 0.00
C -4.206 3.239 -2.761 0.00
C -3.002 3.996 -3.326 0.00
O -1.875 3.387 -2.733 0.00
C -2.206 2.688 -1.705 0.00
O -1.405 2.005 -1.074 0.00
O -3.613 2.597 -1.631 0.00
H -6.089 3.805 -1.795 0.00
H -5.603 4.848 -3.145 0.00
H -4.869 5.016 -1.602 0.00
H -4.653 2.477 -3.400 0.00
H -3.226 5.033 -3.077 0.00
H -3.022 4.019 -4.415 0.00
C -3.539 -1.288 -2.243 0.00
C -3.855 -2.366 -3.255 0.00
C -2.950 -2.298 -4.465 0.00
O -2.566 -3.647 -4.714 0.00
C -2.963 -4.405 -3.655 0.00
O -2.834 -5.564 -3.537 0.00
O -3.355 -3.611 -2.732 0.00
H -2.459 -1.140 -2.258 0.00
H -3.719 -1.575 -1.207 0.00
H -4.112 -0.363 -2.300 0.00
H -4.912 -2.464 -3.504 0.00
H -1.985 -1.932 -4.114 0.00
H -3.465 -1.873 -5.326 0.00
C 3.003 0.670 -5.790 0.00
C 2.919 -0.306 -4.554 0.00
C 4.212 -1.137 -4.327 0.00
O 4.529 -0.949 -3.013 0.00
C 3.654 -0.100 -2.397 0.01
O 3.599 0.132 -1.239 0.02
O 2.862 0.519 -3.410 0.00
H 2.129 1.319 -5.847 0.00
H 3.027 0.104 -6.722 0.00
H 3.905 1.282 -5.770 0.00
H 2.031 -0.938 -4.561 0.00
H 4.984 -0.825 -5.032 0.00
H 4.015 -2.175 -4.594 0.00
C 1.745 6.654 -1.953 0.00
C 1.207 5.269 -2.451 0.00
C 2.176 4.617 -3.353 0.00
O 2.407 3.393 -2.595 0.00
C 1.772 3.401 -1.433 0.01
O 1.974 2.578 -0.557 0.03
O 1.007 4.486 -1.288 0.00
H 1.866 7.246 -2.860 0.00
H 2.714 6.735 -1.461 0.00
H 1.100 7.164 -1.237 0.00
H 0.219 5.241 -2.910 0.00
H 3.139 5.127 -3.374 0.00
H 1.790 4.671 -4.371 0.00
C 7.855 -1.736 2.291 0.00
C 6.511 -2.577 2.330 0.00
C 5.168 -2.003 2.966 0.00
O 4.324 -1.996 1.810 0.01
C 4.908 -2.397 0.631 0.00
O 4.486 -2.650 -0.527 0.00
O 6.160 -2.828 1.019 0.00
H 7.756 -0.729 1.888 0.00
H 8.539 -2.307 1.663 0.00
H 7.954 -1.522 3.355 0.00
H 6.811 -3.493 2.839 0.00
H 5.271 -1.087 3.548 0.00
H 4.833 -2.839 3.579 0.00
C -1.326 -3.701 3.224 0.00
C -2.292 -4.775 2.667 0.00
C -3.004 -4.449 1.379 0.00
O -3.171 -5.791 0.812 0.00
C -2.190 -6.560 1.363 0.00
O -1.949 -7.699 0.950 0.00
O -1.489 -5.900 2.367 0.00
H -0.437 -4.037 3.757 0.00
H -1.793 -2.860 3.736 0.00
H -1.112 -3.202 2.279 0.00
H -3.050 -5.055 3.397 0.00
H -2.530 -3.847 0.603 0.00
H -3.999 -4.026 1.514 0.00
C -3.500 -0.791 2.551 0.00
C -4.271 0.535 2.505 0.00
C -3.507 1.688 2.032 0.00
O -4.468 2.421 1.363 0.00
C -5.564 1.611 1.041 0.00
O -6.558 1.898 0.343 0.00
O -5.371 0.444 1.664 0.00
H -2.444 -0.607 2.751 0.00
H -3.544 -1.393 1.643 0.00
H -3.897 -1.379 3.378 0.00
H -4.794 0.723 3.443 0.00
H -2.673 1.459 1.368 0.00
H -3.014 2.307 2.782 0.00
C 0.716 1.774 7.186 0.00
C 1.739 1.135 6.187 0.00
C 1.640 -0.389 6.052 0.00
O 1.800 -0.599 4.702 0.00
C 1.840 0.569 4.070 0.00
O 2.029 0.670 2.836 0.02
O 1.620 1.653 4.909 0.00
H 0.919 1.200 8.090 0.00
H -0.327 1.755 6.869 0.00
H 0.845 2.825 7.447 0.00
H 2.625 1.368 6.777 0.00
H 0.656 -0.784 6.306 0.00
H 2.385 -0.984 6.582 0.00
```

Values from the calculation:
Net charge   +1
2S+1   5
Orbital gap (spin up / spin down)   7.858 / 7.301 eV


Values of ΔE to the lowest compared entry with this formula, charge and spin, in order: 61.13, 24.69, 0.00, all in kcal/mol.
Values of DFT total energy, in order: -8899.0464, -43717.7391, -143080.3355, all in eV.